No. 1
# C18H24F3N3O3S

A single C18H24F3N3O3S molecule (ωB97M-V with the def2-TZVPD basis set, the OMol25 dataset).

```
! wB97M-V def2-TZVPD RIJCOSX def2/J DEFGRID3
* xyz 0 1
C 0.027 5.030 1.877
H 0.312 5.360 0.877
H -1.055 5.036 1.988
H 0.497 5.681 2.616
O 0.441 3.684 2.073
C 1.758 3.485 2.171
O 2.573 4.365 2.213
C 2.080 1.996 2.313
N 1.111 1.166 1.623
C 0.791 1.492 0.329
O 1.431 2.304 -0.314
N -0.280 0.827 -0.206
C -0.930 -0.293 0.442
H -0.206 -1.092 0.652
H -1.379 0.027 1.390
C -2.049 -0.850 -0.439
N -1.531 -1.265 -1.722
C -2.103 -2.274 -2.445
C -3.360 -2.795 -2.112
C -3.905 -3.835 -2.847
C -3.247 -4.381 -3.938
C -2.008 -3.861 -4.276
C -1.442 -2.836 -3.550
H -0.465 -2.478 -3.830
H -1.472 -4.272 -5.118
H -3.689 -5.186 -4.501
C -5.257 -4.334 -2.430
F -5.671 -5.408 -3.113
F -6.216 -3.397 -2.583
F -5.294 -4.677 -1.126
H -3.934 -2.390 -1.294
C -0.477 -0.440 -2.278
H -0.627 -0.330 -3.356
C -0.509 0.940 -1.630
H 0.282 1.575 -2.035
H -1.475 1.422 -1.820
H 0.509 -0.895 -2.106
H -2.840 -0.095 -0.547
H -2.471 -1.718 0.072
H 0.401 0.747 2.199
C 3.505 1.721 1.823
C 4.002 0.361 2.278
H 3.345 -0.430 1.919
H 5.015 0.174 1.922
S 4.012 0.165 4.093
C 5.337 1.323 4.535
H 5.520 1.194 5.596
H 6.231 1.075 3.970
H 5.023 2.343 4.335
H 4.150 2.518 2.194
H 3.512 1.768 0.733
H 2.028 1.752 3.381
*
```

- SMILES string: COC(=O)[C@H](CCSC)NC(=O)N1CCN(c2cccc(C(F)(F)F)c2)CC1
- Gap between HOMO and LUMO: 8.5 eV
- Energy relative to the best compared isomer or geometry (same formula, charge and spin): 0.0 kJ/mol
- E: -1788.13798 hartree

---

No. 2
# C18H24IrN2S4

A molecular structure, C18H24IrN2S4 (ωB97M-V with the def2-TZVPD basis set, the OMol25 dataset).

```
! wB97M-V def2-TZVPD RIJCOSX def2/J DEFGRID3
* xyz 3 5
Ir 0.013 0.231 -0.309
C -1.575 3.471 -0.484
C -0.085 3.725 -0.568
S 0.709 2.362 -1.466
C 2.447 2.757 -1.110
C 3.284 1.510 -0.910
S 2.558 0.318 0.230
C 2.578 1.143 1.833
C 1.705 0.320 2.767
S -0.014 0.190 2.201
C -0.618 1.838 2.653
C -1.969 2.075 2.010
S -1.992 1.855 0.212
H -2.035 3.483 -1.472
H -2.072 4.238 0.110
H 0.370 3.797 0.420
H 0.112 4.648 -1.115
H 2.467 3.398 -0.228
H 2.833 3.333 -1.950
H 4.281 1.773 -0.556
H 3.412 0.963 -1.846
H 2.210 2.164 1.731
H 3.602 1.173 2.205
H 1.690 0.746 3.770
H 2.072 -0.703 2.861
H 0.112 2.585 2.342
H -0.711 1.871 3.740
H -2.340 3.076 2.231
H -2.712 1.374 2.394
C -4.205 -1.772 -1.255
C -3.998 -3.117 -1.057
C -2.697 -3.531 -0.820
C -1.636 -2.585 -0.784
N -1.882 -1.238 -0.863
C -3.113 -0.868 -1.121
C -0.270 -3.007 -0.813
C 0.081 -4.383 -0.830
C 1.379 -4.771 -1.118
C 2.291 -3.779 -1.395
C 1.893 -2.419 -1.280
N 0.682 -2.032 -0.964
H -5.186 -1.374 -1.482
H -4.811 -3.829 -1.105
H -2.500 -4.584 -0.698
H -3.302 0.192 -1.211
H -0.661 -5.143 -0.641
H 1.656 -5.817 -1.147
H 3.313 -4.005 -1.670
H 2.634 -1.649 -1.445
*
```

- Expectation value of S²: 6.056
- Gap between HOMO and LUMO (alpha / beta): 6.1 / 4.7 eV
- E: -2505.84165 hartree

---

No. 3
# C18H24N2O3

A single C18H24N2O3 molecule (ωB97M-V with the def2-TZVPD basis set, the OMol25 dataset).

```
! wB97M-V def2-TZVPD RIJCOSX def2/J DEFGRID3
* xyz 0 1
C -2.465 -1.203 -0.782
H -1.646 -1.400 -1.468
H -3.360 -1.701 -1.145
H -2.204 -1.603 0.195
C -2.717 0.300 -0.684
C -3.010 0.899 -2.060
H -3.904 0.443 -2.476
H -2.174 0.717 -2.730
H -3.166 1.972 -1.976
C -3.869 0.584 0.282
H -3.636 0.181 1.264
H -4.023 1.655 0.376
H -4.782 0.124 -0.084
O -1.585 0.967 -0.079
C -0.373 0.908 -0.661
O -0.095 0.326 -1.685
N 0.528 1.590 0.079
C 0.182 2.437 1.207
C 1.448 3.257 1.474
H 1.388 4.215 0.956
H 1.594 3.448 2.535
C 2.574 2.416 0.871
H 2.909 1.649 1.569
H 3.436 3.012 0.581
C 1.900 1.777 -0.348
H 1.929 2.490 -1.187
C 2.638 0.559 -0.900
O 3.513 0.750 -1.725
N 2.333 -0.704 -0.512
C 1.437 -1.229 0.423
C 1.070 -0.745 1.664
C 0.181 -1.487 2.430
C -0.313 -2.698 1.983
C 0.103 -3.213 0.760
C 0.985 -2.484 -0.003
C 1.613 -2.816 -1.323
H 1.967 -3.844 -1.378
H 0.895 -2.649 -2.129
C 2.755 -1.797 -1.394
H 2.931 -1.398 -2.392
H 3.691 -2.222 -1.015
H -0.254 -4.173 0.417
H -1.005 -3.257 2.594
H -0.119 -1.111 3.398
H 1.474 0.173 2.053
H -0.100 1.819 2.066
H -0.676 3.066 0.957
*
```

- SMILES string: CC(C)(C)OC(=O)N1CCC[C@H]1C(=O)N1CCc2ccccc21
- Gap between HOMO and LUMO: 8.9 eV
- Energy relative to the best compared isomer or geometry (same formula, charge and spin): 22.5 kJ/mol
- E: -1035.59367 hartree

---

No. 4
# C18H24N2O3S

A single C18H24N2O3S molecule in a non-equilibrium geometry (ωB97M-V with the def2-TZVPD basis set, the OMol25 dataset).

```
! wB97M-V def2-TZVPD RIJCOSX def2/J DEFGRID3
* xyz 0 1
C 6.757 1.680 -0.107
C 6.740 0.155 -0.312
C 6.112 -0.396 0.895
C 4.544 -0.128 1.115
N 3.688 -0.637 -0.141
C 2.906 -1.692 0.034
O 2.851 -2.552 1.044
C 2.146 -1.766 -1.422
H 2.772 -1.739 -2.264
H 1.653 -2.768 -1.284
S 0.881 -0.221 -1.545
O 1.640 0.911 -1.657
C 0.200 -0.697 0.020
C -1.080 0.311 0.163
C -1.346 1.557 -0.009
O -2.750 1.717 0.212
C -3.173 0.343 0.117
N -2.339 -0.482 0.163
C -4.535 0.411 -0.041
C -5.169 -0.951 0.106
C -6.549 -1.237 -0.146
C -7.487 -0.047 0.093
C -6.886 1.267 0.029
C -5.582 1.434 0.190
H -5.132 2.561 -0.198
H -7.484 2.009 -0.042
H -8.425 -0.498 -0.099
C -7.009 -2.466 -0.132
H -6.327 -3.394 0.101
H -7.724 -2.824 0.780
H -7.558 -2.687 -1.091
H -4.466 -1.840 -0.129
C -0.402 2.789 0.158
H -0.227 2.918 1.140
H 0.462 2.438 -0.370
H -0.870 3.789 -0.327
H 0.923 -0.077 0.655
H -0.005 -1.543 0.623
H 3.473 0.275 -0.692
H 4.281 1.106 1.410
H 4.189 -0.711 2.175
H 5.861 -1.499 1.053
H 6.422 -0.255 1.844
H 7.536 -0.400 -0.415
H 5.897 -0.028 -1.267
H 7.397 1.887 0.703
H 5.810 2.044 -0.127
H 7.384 1.933 -1.005
*
```

- Gap between HOMO and LUMO: 8.2 eV
- Energy relative to the best compared isomer or geometry (same formula, charge and spin): 1410.6 kJ/mol
- E: -1433.24131 hartree

---

No. 5
# C18H24N2O4S

A single C18H24N2O4S molecule (ωB97M-V with the def2-TZVPD basis set, the OMol25 dataset).

```
! wB97M-V def2-TZVPD RIJCOSX def2/J DEFGRID3
* xyz 0 1
C -0.049 4.150 -3.446
H -0.968 3.568 -3.419
H -0.192 4.992 -4.119
H 0.133 4.529 -2.444
C 1.121 3.289 -3.913
C 0.890 2.790 -5.339
H -0.058 2.262 -5.416
H 0.858 3.631 -6.028
H 1.690 2.122 -5.651
H 2.033 3.897 -3.903
C 1.367 2.122 -2.944
N 0.264 1.194 -2.814
S -0.931 1.487 -1.684
O -2.189 1.704 -2.345
O -0.462 2.476 -0.756
C -1.002 -0.099 -0.861
C 0.171 -0.737 -0.509
C 0.114 -1.971 0.114
C -1.113 -2.574 0.377
C -2.283 -1.907 0.026
C -2.230 -0.670 -0.593
H -3.124 -0.144 -0.889
H -3.240 -2.367 0.226
C -1.185 -3.916 1.048
H -0.261 -4.471 0.878
H -2.016 -4.488 0.632
C -1.394 -3.775 2.566
C -0.149 -3.176 3.199
O 0.813 -3.844 3.512
N -0.208 -1.839 3.384
H -0.979 -1.307 3.012
C 0.918 -1.080 3.896
C 1.485 -0.169 2.858
C 2.695 -0.138 2.233
C 2.651 0.965 1.344
C 1.418 1.521 1.493
O 0.705 0.840 2.405
H 0.928 2.338 1.002
H 3.433 1.297 0.692
H 3.513 -0.811 2.389
H 1.673 -1.804 4.206
H 0.587 -0.497 4.764
H -1.543 -4.766 2.994
H -2.271 -3.159 2.770
H 1.026 -2.477 0.394
H 1.115 -0.267 -0.734
H -0.148 0.931 -3.695
H 2.247 1.552 -3.263
H 1.542 2.510 -1.939
*
```

- SMILES string: CC(C)CNS(=O)(=O)c1ccc(CCC(=O)NCc2ccco2)cc1
- Gap between HOMO and LUMO: 9.2 eV
- Energy relative to the best compared isomer or geometry (same formula, charge and spin): 173.1 kJ/mol
- E: -1508.96378 hartree

---

Question: Which of these has the highest E?
Answer: C18H24N2O3

---

Question: Look up the E of the second one.
Answer: -2505.84165 hartree

---

Question: Which formula does entry 4 have?
Answer: C18H24N2O3S